The following is a quantum chemistry calculation of a structure of composition C16H32HfLiN3O11, from the OMol25 dataset.

```
64
Properties=species:S:1:pos:R:3:forces:R:3
Hf -3.731 -0.654 3.948 1.480 0.126 -2.439
Li -1.003 0.169 -1.287 0.280 -0.063 -0.425
N -2.064 -0.645 1.673 -1.021 0.411 0.447
O -3.332 -0.883 1.664 -0.410 -0.070 1.325
O -1.384 -0.695 0.716 0.310 -0.131 -0.058
O -1.641 -0.312 2.838 -0.803 -0.340 1.145
C 2.935 -1.519 -0.108 0.272 0.404 -0.696
N 2.312 -0.627 -1.136 -0.489 -0.202 -0.162
O 1.137 -0.285 -0.987 0.356 -0.199 0.501
O 2.978 -0.314 -2.079 0.146 0.164 -0.146
H 3.297 -0.851 0.670 -0.153 -0.101 0.174
H 3.782 -1.973 -0.616 -0.028 -0.194 0.119
H 2.184 -2.238 0.205 -0.010 0.055 0.184
C 0.213 2.463 3.530 -0.579 -0.134 0.197
N 0.433 3.857 4.008 0.270 0.114 -0.444
O -0.164 4.741 3.431 -0.085 -0.088 0.075
O 1.238 3.999 4.893 -0.034 -0.004 0.188
H -0.173 1.891 4.373 0.245 0.008 0.105
H 1.168 2.079 3.188 0.061 0.023 0.009
H -0.540 2.480 2.748 0.142 0.104 -0.126
C -4.025 0.219 -1.992 0.089 0.029 -0.396
O -2.760 0.859 -1.793 0.113 0.343 0.344
C -2.920 2.121 -1.128 -0.015 -0.289 -0.115
C -1.604 2.838 -1.060 -0.327 0.329 -0.056
O -0.618 1.969 -0.505 -0.176 0.143 0.025
C 0.538 2.675 -0.069 0.240 0.089 0.181
H -3.864 -0.604 -2.683 -0.020 -0.119 0.136
H -4.715 0.907 -2.481 -0.080 0.032 0.162
H -4.425 -0.136 -1.042 -0.112 -0.020 -0.025
H -3.296 1.941 -0.112 -0.129 0.045 -0.078
H -3.626 2.744 -1.681 -0.098 -0.004 0.119
H -1.753 3.716 -0.422 0.179 0.017 -0.003
H -1.310 3.204 -2.050 0.183 -0.138 0.020
H 0.265 3.501 0.596 -0.094 -0.019 -0.073
H 1.104 3.097 -0.905 -0.062 -0.069 -0.040
H 1.166 1.977 0.480 0.008 -0.059 -0.113
C 0.767 1.647 -3.766 0.423 0.270 0.193
O -0.105 0.636 -3.321 0.091 -0.028 -0.144
C 0.081 -0.610 -3.973 -0.360 -0.264 0.128
C -1.103 -1.464 -3.611 -0.104 -0.015 -0.088
O -1.068 -1.721 -2.201 -0.074 0.267 -0.224
C -1.936 -2.798 -1.851 -0.356 0.104 0.005
H 0.456 2.018 -4.757 -0.033 -0.066 0.037
H 1.799 1.277 -3.851 -0.126 -0.099 -0.116
H 0.740 2.465 -3.050 -0.177 0.029 -0.067
H 1.032 -1.052 -3.639 0.057 0.096 -0.155
H 0.110 -0.451 -5.059 0.185 -0.091 0.001
H -1.120 -2.422 -4.138 0.249 0.115 -0.188
H -2.012 -0.918 -3.899 -0.053 -0.131 0.234
H -1.957 -2.870 -0.768 0.168 -0.129 0.027
H -1.591 -3.726 -2.311 0.037 -0.032 0.107
H -2.958 -2.601 -2.191 0.069 -0.036 -0.078
C 3.592 -3.602 3.017 -0.688 -0.369 -0.302
C 2.212 -3.662 2.820 -0.056 0.145 0.442
C 1.365 -2.479 3.022 0.200 0.220 -0.688
C 1.916 -1.268 3.355 0.291 -0.184 -0.143
C 3.311 -1.191 3.432 -0.354 0.026 0.639
C 4.139 -2.389 3.339 0.517 0.062 -0.507
H 4.154 -4.514 2.859 0.311 0.164 0.190
H 1.737 -4.599 2.550 0.021 0.004 -0.016
H 0.321 -2.514 2.727 0.041 -0.292 0.346
H 1.291 -0.391 3.433 0.096 0.064 0.101
H 3.804 -0.238 3.595 0.021 -0.027 -0.063
H 5.217 -2.277 3.413 -0.048 0.005 0.269
```
Forces are in eV/Å.

Results
molar mass = 627.87 g mol⁻¹
net charge = +4
gap between HOMO and LUMO = 1.95 eV
lowest unoccupied orbital energy = -17.9 eV

The Mulliken scheme yields these atomic charges, measured in e: number 1, Hf, carries 0.969; number 2, Li, carries 1.184; number 3, N, carries 1.171; number 4, O, carries -0.712; number 5, O, carries -0.240; number 6, O, carries -0.278; number 7, C, carries -0.781; number 8, N, carries 0.602; number 9, O, carries -0.291; number 10, O, carries -0.433; number 11, H, carries 0.300; number 12, H, carries 0.397; number 13, H, carries 0.243; number 14, C, carries -0.725; number 15, N, carries 0.950; number 16, O, carries -0.481; number 17, O, carries -0.479; number 18, H, carries 0.424; number 19, H, carries 0.269; number 20, H, carries 0.134; number 21, C, carries -0.860; number 22, O, carries -0.253; number 23, C, carries -0.704; number 24, C, carries -0.594; number 25, O, carries 0.175; number 26, C, carries -0.927; number 27, H, carries 0.269; number 28, H, carries 0.348; number 29, H, carries 0.233; number 30, H, carries 0.241; number 31, H, carries 0.522; number 32, H, carries 0.602; number 33, H, carries 0.287; number 34, H, carries 0.427; number 35, H, carries 0.285; number 36, H, carries 0.132; number 37, C, carries -0.678; number 38, O, carries -0.049; number 39, C, carries -0.587; number 40, C, carries -0.569; number 41, O, carries -0.177; number 42, C, carries -0.855; number 43, H, carries 0.322; number 44, H, carries 0.367; number 45, H, carries 0.193; number 46, H, carries 0.244; number 47, H, carries 0.562; number 48, H, carries 0.622; number 49, H, carries 0.189; number 50, H, carries 0.170; number 51, H, carries 0.382; number 52, H, carries 0.351; number 53, C, carries -0.560; number 54, C, carries -0.234; number 55, C, carries -0.103; number 56, C, carries 0.085; number 57, C, carries -0.263; number 58, C, carries -0.336; number 59, H, carries 0.477; number 60, H, carries 0.456; number 61, H, carries 0.400; number 62, H, carries 0.235; number 63, H, carries 0.494; number 64, H, carries 0.456

The following is a quantum chemistry calculation of a cluster of 2 separate species, C4H6O2 in total, from the OMol25 dataset.

```
12
Properties=species:S:1:pos:R:3:forces:R:3
C 0.922 1.077 -0.247 1.588 -1.516 -2.150
C 0.685 -0.464 -0.283 1.240 2.611 -1.193
O -0.154 -0.975 -0.966 2.471 -1.521 -0.562
O 1.587 -1.056 0.532 -0.790 -2.347 -0.760
H 0.282 1.637 -0.964 0.657 -0.538 0.659
H 0.755 1.302 0.732 -1.099 1.180 2.808
H 2.042 1.304 -0.288 -1.477 -0.386 -0.666
H 1.501 -2.051 0.362 0.102 1.739 0.523
C -2.068 -0.332 -0.312 -0.606 0.710 5.646
C -1.840 -0.251 0.885 -0.088 2.263 0.348
H -2.290 -0.464 -1.279 -0.824 -0.461 -2.743
H -1.423 0.272 1.828 -1.172 -1.735 -1.912
```
Forces are in eV/Å.

Results
molar mass = 86.09 g mol⁻¹
gap between HOMO and LUMO = 9.92 eV
ΔE to the lowest compared entry with this formula, charge and spin = 361.5 kJ/mol
lowest unoccupied orbital energy = 0.7 eV

The Mulliken scheme yields these atomic charges, measured in e: number 1, C, carries -0.930; number 2, C, carries 0.559; number 3, O, carries -0.478; number 4, O, carries -0.457; number 5, H, carries 0.292; number 6, H, carries 0.321; number 7, H, carries 0.335; number 8, H, carries 0.362; number 9, C, carries -0.309; number 10, C, carries -0.485; number 11, H, carries 0.508; number 12, H, carries 0.281

The following is a quantum chemistry calculation of a structure of composition C16H9Br4N4O4SV, from the OMol25 dataset.

```
39
Properties=species:S:1:pos:R:3:forces:R:3
V 1.117 -0.979 0.179 2.112 0.501 -0.109
Br 5.081 4.548 0.051 -0.062 1.234 -0.106
C 4.418 2.813 -0.058 1.534 -0.460 0.251
C 5.386 1.813 -0.202 -0.562 -0.764 -0.255
Br 7.220 2.222 -0.604 -0.491 -0.087 0.201
C 4.980 0.450 -0.168 -1.256 0.925 0.228
Br 6.192 -0.919 -0.615 -0.215 -0.292 0.074
C 3.616 0.137 0.112 1.625 0.202 -0.466
O 3.105 -1.069 0.006 0.207 0.266 0.335
C 2.705 1.199 0.438 -0.203 0.942 0.195
O 1.509 0.849 0.833 0.012 0.708 -0.331
C 3.090 2.550 0.243 0.317 -1.888 -0.290
Br 1.792 3.863 -0.005 -0.536 0.286 0.357
N -4.796 3.698 0.888 -2.328 -0.596 -0.411
C -4.112 2.631 0.319 0.876 -1.477 0.811
C -2.730 2.792 0.373 0.215 -0.860 -0.661
C -1.834 1.798 0.035 -0.980 0.314 -0.945
C -2.389 0.540 -0.288 -0.584 0.989 0.602
C -3.761 0.302 -0.207 -0.859 1.613 0.022
C -4.673 1.402 -0.032 2.429 -0.932 0.445
S -1.401 -0.708 -0.918 -0.371 -2.996 0.162
O -0.186 -0.085 -1.398 0.754 0.864 -1.183
O -2.184 -1.557 -1.805 0.524 1.090 0.424
N -0.800 -1.551 0.309 -3.051 -0.249 0.557
C -0.544 -2.888 0.165 2.509 0.540 0.313
N 0.813 -3.023 0.185 0.838 -1.421 -0.580
C 1.380 -4.244 0.110 -1.564 0.991 0.378
C 0.604 -5.377 -0.034 -0.833 0.803 0.761
C -0.765 -5.114 0.089 0.444 -0.645 -0.473
N -1.309 -3.919 0.179 -2.257 -0.375 -0.051
H -4.582 4.487 0.312 -0.399 0.956 0.047
H -5.811 3.462 0.884 0.960 0.867 -0.060
H -2.417 3.769 0.637 0.665 0.703 0.330
H -0.803 2.090 -0.126 0.200 -0.633 0.316
H -4.122 -0.717 -0.249 -0.092 0.050 -0.521
H -5.725 1.269 -0.093 -0.749 -0.221 0.142
H 2.408 -4.294 0.323 1.358 0.101 -0.273
H 1.038 -6.359 0.000 -0.082 -0.229 -0.194
H -1.508 -5.880 0.134 -0.105 -0.822 -0.041
```
Forces are in eV/Å.

Results
2S+1 = 4
molar mass = 723.90 g mol⁻¹
net charge = -1
expectation value of S² = 3.761
gap between HOMO and LUMO (alpha / beta) = 6.09 / 6.55 eV
lowest unoccupied orbital energy (alpha / beta) = 2.5 / 2.5 eV

The Mulliken scheme yields these atomic charges, measured in e: number 1, V, carries 0.754; number 2, Br, carries -0.218; number 3, C, carries 0.314; number 4, C, carries -0.129; number 5, Br, carries -0.207; number 6, C, carries -0.408; number 7, Br, carries -0.173; number 8, C, carries 0.727; number 9, O, carries -0.745; number 10, C, carries 0.783; number 11, O, carries -0.790; number 12, C, carries -0.319; number 13, Br, carries -0.159; number 14, N, carries -0.611; number 15, C, carries 0.943; number 16, C, carries -0.541; number 17, C, carries -0.549; number 18, C, carries -0.132; number 19, C, carries -0.282; number 20, C, carries -0.972; number 21, S, carries 1.695; number 22, O, carries -0.725; number 23, O, carries -0.712; number 24, N, carries -0.463; number 25, C, carries 0.406; number 26, N, carries -0.163; number 27, C, carries -0.159; number 28, C, carries -0.841; number 29, C, carries -0.065; number 30, N, carries -0.602; number 31, H, carries 0.271; number 32, H, carries 0.247; number 33, H, carries 0.362; number 34, H, carries 0.384; number 35, H, carries 0.437; number 36, H, carries 0.329; number 37, H, carries 0.515; number 38, H, carries 0.369; number 39, H, carries 0.426

The following is a quantum chemistry calculation of a cluster of 2 separate species, C16H31N3O9 in total, from the OMol25 dataset.

```
59
Properties=species:S:1:pos:R:3:forces:R:3
N 5.081 3.682 -0.185 -0.867 -1.263 -1.186
C 3.877 4.334 -0.245 0.829 0.684 2.472
O 3.791 5.315 0.482 -1.270 0.040 -1.085
C 2.689 3.811 -1.103 -0.814 0.018 -0.389
O 1.453 4.447 -0.730 1.445 -0.306 -0.181
O 2.551 2.389 -0.908 0.264 1.156 -0.277
C 1.512 1.756 -1.682 0.055 -0.376 -0.548
C 1.480 0.257 -1.356 0.366 -0.309 0.209
O 2.699 -0.405 -1.737 -0.178 0.313 0.014
C 1.741 1.989 -3.185 -0.069 0.625 -0.974
O 0.640 1.494 -3.958 0.201 -0.107 0.295
C 1.879 3.488 -3.471 0.192 0.198 0.450
O 2.159 3.689 -4.869 0.000 0.089 0.294
C 2.995 4.085 -2.596 -0.137 0.112 -1.053
O 3.129 5.492 -2.874 -0.095 -0.385 0.389
H 5.065 2.708 -0.472 0.326 0.241 0.171
H 5.659 3.955 0.604 -0.235 -0.118 -0.346
H 1.648 5.392 -0.581 0.087 -0.422 0.080
H 0.541 2.181 -1.405 0.036 -0.057 0.026
H 1.316 0.134 -0.280 0.020 0.126 0.039
H 0.636 -0.205 -1.877 -0.039 0.281 -0.075
H 2.650 -1.357 -1.549 -0.212 0.604 -0.027
H 2.665 1.482 -3.488 0.009 -0.024 0.083
H 0.765 1.775 -4.883 0.109 -0.063 0.626
H 0.930 3.974 -3.218 0.118 -0.035 0.019
H 1.926 4.599 -5.126 -0.013 -0.599 0.329
H 3.936 3.582 -2.844 -0.002 -0.054 0.069
H 3.524 5.626 -3.753 -0.121 -0.383 0.581
C -4.646 -4.734 3.792 0.585 0.150 -0.112
N -4.039 -3.646 3.029 -1.065 0.439 -0.406
C -2.739 -3.556 2.724 0.968 -0.606 0.636
O -1.926 -4.393 3.104 0.008 0.256 -0.245
C -2.310 -2.327 1.888 0.000 0.270 -0.467
C -0.845 -2.352 1.397 -0.383 -0.828 0.309
C -0.473 -3.520 0.457 0.117 0.404 -0.446
C -1.293 -3.516 -0.835 -0.113 -0.142 0.540
C 1.004 -3.413 0.073 -0.245 -0.328 0.527
N -2.540 -1.061 2.601 0.867 -0.574 -0.035
C -3.731 -0.484 2.761 -1.110 0.429 0.164
C -3.757 0.813 3.533 0.032 -0.093 -0.085
O -4.772 -0.965 2.328 -0.040 -0.274 -0.206
H -4.417 -4.611 4.852 -0.061 -0.153 0.034
H -4.243 -5.692 3.455 -0.022 0.101 0.077
H -5.728 -4.731 3.652 0.173 0.133 -0.055
H -4.634 -2.885 2.715 0.078 -0.068 0.007
H -2.954 -2.316 1.009 -0.177 0.124 -0.020
H -0.191 -2.394 2.270 0.071 0.001 0.086
H -0.642 -1.418 0.872 -0.101 0.151 -0.043
H -0.619 -4.475 0.957 -0.096 0.037 0.236
H -0.932 -4.298 -1.503 -0.039 0.041 -0.080
H -2.339 -3.723 -0.612 -0.145 0.054 -0.209
H -1.212 -2.550 -1.334 -0.058 0.056 -0.124
H 1.184 -2.490 -0.471 0.078 0.164 -0.091
H 1.282 -4.263 -0.551 0.104 0.072 -0.053
H 1.617 -3.433 0.975 0.200 0.082 -0.071
H -1.740 -0.603 3.005 0.052 -0.101 0.018
H -3.215 1.574 2.974 0.079 0.141 0.109
H -4.792 1.126 3.663 0.144 -0.069 -0.053
H -3.296 0.667 4.508 0.091 0.147 0.053
```
Forces are in eV/Å.

Results
molar mass = 409.44 g mol⁻¹
gap between HOMO and LUMO = 9.78 eV
ΔE to the lowest compared entry with this formula, charge and spin = 15.4 kJ/mol
lowest unoccupied orbital energy = 0.4 eV

The Mulliken scheme yields these atomic charges, measured in e: number 1, N, carries -0.431; number 2, C, carries -0.007; number 3, O, carries -0.636; number 4, C, carries 1.125; number 5, O, carries -0.654; number 6, O, carries -0.440; number 7, C, carries -0.052; number 8, C, carries -0.745; number 9, O, carries -0.556; number 10, C, carries 0.077; number 11, O, carries -0.601; number 12, C, carries -0.210; number 13, O, carries -0.591; number 14, C, carries -0.032; number 15, O, carries -0.603; number 16, H, carries 0.256; number 17, H, carries 0.289; number 18, H, carries 0.430; number 19, H, carries 0.408; number 20, H, carries 0.335; number 21, H, carries 0.452; number 22, H, carries 0.316; number 23, H, carries 0.287; number 24, H, carries 0.397; number 25, H, carries 0.150; number 26, H, carries 0.389; number 27, H, carries 0.257; number 28, H, carries 0.397; number 29, C, carries -0.971; number 30, N, carries -0.101; number 31, C, carries 0.350; number 32, O, carries -0.683; number 33, C, carries 0.140; number 34, C, carries -1.378; number 35, C, carries 0.740; number 36, C, carries -1.433; number 37, C, carries -1.080; number 38, N, carries -0.154; number 39, C, carries 0.812; number 40, C, carries -1.259; number 41, O, carries -0.724; number 42, H, carries 0.294; number 43, H, carries 0.298; number 44, H, carries 0.352; number 45, H, carries 0.286; number 46, H, carries 0.294; number 47, H, carries 0.501; number 48, H, carries 0.375; number 49, H, carries 0.367; number 50, H, carries 0.453; number 51, H, carries 0.391; number 52, H, carries 0.204; number 53, H, carries -0.335; number 54, H, carries 0.507; number 55, H, carries 0.429; number 56, H, carries 0.309; number 57, H, carries 0.317; number 58, H, carries 0.330; number 59, H, carries 0.361